(1)
A molecular structure, C26H31MnN2O6PS2Se2Si. Source: the OMol25 dataset; level of theory: the ωB97M-V functional and the def2-TZVPD basis.

XYZ file:
```
72
Properties=species:S:1:pos:R:3:forces:R:3
Se 3.477059 -0.439116 1.945017 0.8 -0.2 0.3
Se -0.490257 2.433386 -1.666087 0.1 0.0 0.1
Mn 1.306143 -0.110914 1.166299 0.0 0.7 0.6
S -1.730486 -1.348205 2.716589 -0.1 -0.4 -0.5
S -0.152786 -2.516110 -0.356346 -0.2 -0.4 0.1
P 1.362692 1.717277 -0.683350 -0.1 0.2 -0.6
Si -3.064659 -1.547301 -2.433804 0.1 -0.1 0.0
O 1.025589 -2.244866 0.414800 -0.1 -0.3 -0.3
O -1.550802 -1.666655 4.112067 0.1 0.1 0.2
O -0.591877 -0.709194 2.081663 0.0 0.1 0.0
O -3.003354 -0.742572 2.381690 -0.1 0.1 0.0
O -0.718413 -1.136069 -0.736364 -0.2 0.5 0.0
O -0.020812 -3.311809 -1.542038 0.0 -0.1 -0.1
N 0.668254 1.809791 2.690337 -0.2 0.1 -0.2
N -0.189684 2.595844 4.546928 0.0 0.1 -0.1
C 3.996381 4.260548 1.218023 0.0 0.0 0.0
C 4.280119 0.214195 -3.992865 -0.1 0.0 0.0
C -1.870071 -2.967172 1.906274 -0.1 -0.1 0.1
C -4.212759 -0.176329 -2.959532 -0.2 0.2 0.0
C 1.141466 0.488992 4.767643 0.0 0.0 -0.1
C -0.041270 2.960875 2.406748 0.0 -0.1 -0.1
C 2.292316 3.246438 -0.161907 0.0 -0.1 0.0
C 3.744946 0.612801 -1.674456 0.0 0.0 0.0
C 4.623944 0.154489 -2.647076 0.0 0.0 0.0
C -4.092204 -3.010196 -1.875704 -0.1 -0.2 0.1
C 3.291034 3.134724 0.805461 0.0 -0.1 0.1
C -1.686179 -4.628562 0.159593 -0.2 -0.2 0.1
C 2.505525 1.147095 -2.038413 0.0 0.0 0.1
C 3.713340 5.508595 0.679025 -0.1 -0.1 -0.1
C -2.502430 -5.493010 0.870975 0.2 0.0 -0.3
C -2.127267 -0.814553 -0.969860 0.2 0.1 0.1
C -2.994708 -5.105429 2.100307 -0.2 -0.1 0.2
C -0.583729 3.465825 3.544649 0.1 -0.1 0.1
C 0.559561 1.609783 3.980133 0.0 0.0 0.1
C -2.003909 -2.036762 -3.881107 0.2 0.0 -0.1
C 2.161021 1.191958 -3.383729 0.0 0.0 -0.1
C 3.044148 0.731796 -4.357476 0.0 0.0 0.1
C 2.712965 5.624007 -0.280326 0.0 -0.1 0.0
C -1.367273 -3.368833 0.662319 0.1 0.1 0.1
C -2.682730 -3.862538 2.608954 0.2 0.3 -0.1
C 2.004416 4.500638 -0.692792 0.0 0.1 0.0
H -1.272288 -4.917486 -0.794854 0.0 0.0 0.0
H 1.192233 1.595752 -3.657847 0.0 0.0 0.0
H -3.053675 -3.545412 3.574114 0.0 0.0 0.0
H 1.783066 0.873429 5.565504 0.0 0.0 0.0
H -3.632497 0.710225 -3.230924 0.0 0.0 0.0
H 4.965162 -0.152252 -4.749973 0.0 0.0 0.0
H -2.662938 -0.981949 -0.033731 0.0 0.1 0.1
H 4.260864 6.386086 1.007215 0.0 0.0 0.0
H 3.495477 2.160726 1.256666 0.0 0.0 0.0
H -4.900565 0.109734 -2.157599 0.0 0.0 0.0
H 0.350197 -0.131817 5.194730 0.0 0.0 0.0
H 3.996511 0.509501 -0.619894 0.0 0.0 0.0
H -3.625893 -5.778487 2.670137 0.0 0.0 0.0
H -5.001942 -3.088305 -2.478867 0.0 0.0 0.0
H -0.446714 2.637312 5.516065 0.0 0.0 0.0
H 2.472816 6.593616 -0.703810 0.0 0.0 0.0
H -4.806866 -0.487088 -3.824673 0.0 0.0 0.0
H 1.768203 -0.113485 4.103187 0.0 0.0 0.0
H -3.538772 -3.949233 -1.970719 0.0 0.1 0.0
H -1.197012 4.329693 3.732863 0.0 0.0 0.0
H -1.125363 -2.602699 -3.560499 -0.1 0.0 0.0
H 2.759024 0.774189 -5.403349 0.0 0.0 0.0
H 1.209270 4.588212 -1.425611 0.0 0.0 0.0
H 5.573428 -0.271813 -2.343484 0.0 0.0 0.0
H -0.131984 3.334718 1.397105 0.0 0.0 0.0
H -4.383125 -2.904306 -0.826297 0.0 0.0 -0.1
H -2.738422 -6.468335 0.462691 0.0 0.0 0.0
H -1.652598 -1.149877 -4.414297 0.0 0.0 0.0
H -2.063591 0.266888 -1.122796 0.0 0.0 0.0
H 4.762801 4.152431 1.978050 0.0 0.0 0.0
H -2.588065 -2.652828 -4.571367 0.0 0.0 0.0
```
Positions in Å, forces in eV/Å.

Results
* relative energy (zero: lowest compared OMol25 entry of this formula, charge and spin): 19.2 kcal per mole
* HOMO-LUMO gap (spin up / spin down): 0.156 / 0.166 Eh
* charge: -2
* total energy: -243584.637 eV
* M: 803.59 g mol⁻¹
* E_HOMO (spin up / spin down): -0.10 / -0.37 eV
* spin multiplicity: 6

=====

(2)
A molecular structure, C26H31N2O8Pd at a distorted geometry. Source: the OMol25 dataset; level of theory: the ωB97M-V functional and the def2-TZVPD basis.

XYZ file:
```
68
Properties=species:S:1:pos:R:3:forces:R:3
Pd -0.493828 -0.384036 1.838434 0.6 0.3 2.3
O 0.596089 0.839017 3.658702 -0.9 -1.2 0.5
O -0.746037 0.475252 10.602246 -0.3 -0.4 -2.4
O 3.938379 0.767491 9.213047 -1.0 -0.1 -2.4
O -0.867644 -0.743070 4.330714 0.6 0.6 -0.8
O -2.279825 0.123575 9.072203 2.1 0.2 0.4
O 0.283041 0.119188 -5.946675 -0.2 1.0 -1.3
O 1.176418 0.547559 -2.476104 -1.0 1.1 0.2
O 4.402759 0.821153 7.061401 -1.6 -0.2 1.6
N -1.091897 0.278064 9.419118 -2.3 0.1 2.5
N 3.594676 0.747645 8.010028 3.3 0.4 1.0
C -2.767746 -0.677635 2.046846 -0.5 0.3 -0.3
C -1.121560 -1.322516 -7.415713 0.0 -0.3 0.1
C -0.024282 0.874075 -7.997277 0.1 -0.5 0.4
C 0.196078 -2.010691 0.274910 0.6 0.1 -0.2
C -0.472941 0.126211 7.044617 0.0 0.2 0.5
C -2.444354 0.723696 2.137791 -0.1 -0.1 -0.5
C 1.793137 0.553615 6.346291 0.4 0.1 0.5
C -0.014972 -0.107049 -2.991756 0.3 -0.3 -0.1
C 1.689089 -1.344034 1.909809 -0.1 -0.4 -0.4
C -2.044017 0.038351 -0.033119 -0.2 0.5 0.0
C -0.139072 -2.699797 1.478894 0.6 -0.3 0.1
C 1.359943 -1.280540 -7.665330 0.1 -0.2 0.0
C -0.087276 0.263176 8.398303 1.7 0.4 -2.0
C 2.205291 0.626596 7.700658 -2.6 -0.6 -0.8
C 0.131268 -0.484193 -7.260557 0.1 -0.7 -1.5
C -0.000217 2.168882 -3.660494 -0.1 -0.6 -0.4
C -1.926337 1.142878 0.865003 -0.7 -0.3 0.0
C 0.797289 1.961095 -2.390740 0.0 -0.6 0.0
C 0.805691 -2.317868 2.480258 0.3 -0.4 -0.3
C 0.077878 1.426406 -6.595256 0.1 0.6 0.4
C 0.458775 0.302491 6.012737 0.1 -0.2 0.5
C 0.029160 0.129203 4.556871 0.6 0.7 0.0
C 1.290695 -1.122818 0.548210 0.0 -0.4 0.1
C -0.976311 0.965848 -3.559160 0.7 0.6 0.9
C 1.260516 0.500660 8.735006 -0.2 0.0 -0.3
C -2.515701 -1.092139 0.705548 -0.6 0.3 0.1
H 1.254465 -1.603796 -8.720378 0.1 0.2 0.5
H -1.512012 -0.076130 6.799836 0.2 0.0 0.2
H 1.674306 2.593233 -2.251062 0.1 -0.3 -0.2
H 1.440627 -2.179630 -7.034653 0.0 0.2 -0.2
H 2.549492 -0.907626 2.404278 -0.3 0.1 -0.1
H 0.887039 -2.755810 3.472192 -0.2 0.3 -0.2
H 0.123057 2.105641 -1.526767 0.2 0.0 0.0
H 0.830415 1.133566 -8.637078 -0.5 -0.1 0.0
H 0.927817 2.109317 -6.476993 -0.2 -0.2 0.3
H -0.284694 -2.125615 -0.690922 0.1 0.0 0.3
H 1.743757 -0.446075 -0.172168 -0.1 -0.2 0.1
H -2.020589 -0.755707 -7.145256 0.2 -0.1 0.0
H -1.053843 -2.229345 -6.803378 -0.1 0.1 0.0
H 0.642188 1.949313 -4.522937 0.0 0.5 0.6
H -1.730415 1.237892 -2.808321 -0.2 -0.1 -0.3
H 0.309076 -0.772507 -3.791244 -0.1 0.0 0.2
H -0.467812 3.150992 -3.787678 0.0 -0.2 0.2
H -0.946807 -3.409796 1.612528 0.2 0.1 0.0
H -1.212700 -1.628871 -8.471566 0.0 0.1 0.4
H -2.601606 1.355729 3.001688 0.2 -0.1 0.0
H 2.288634 -0.698673 -7.556163 -0.4 -0.1 -0.1
H -3.149781 -1.294103 2.857916 0.2 0.2 -0.3
H -0.454683 -0.699895 -2.169795 0.0 0.1 -0.4
H -0.847311 1.900983 -6.248444 0.2 0.0 0.1
H -1.431374 0.684107 -4.502799 0.0 -0.1 0.2
H 2.540497 0.672937 5.566046 -0.1 0.0 0.2
H -1.864082 0.084812 -1.106790 0.1 -0.1 0.5
H 1.562148 0.588631 9.776381 -0.1 0.0 -0.3
H -1.581927 2.139245 0.612019 -0.1 -0.2 0.0
H -2.668883 -2.094284 0.312418 0.0 0.3 0.1
H -1.017127 1.035748 -8.446379 0.7 -0.1 -0.2
```
Positions in Å, forces in eV/Å.

Results
* relative energy (zero: lowest compared OMol25 entry of this formula, charge and spin): 4.3 kcal per mole
* HOMO-LUMO gap (spin up / spin down): 0.311 / 0.191 Eh
* charge: +1
* total energy: -50286.125 eV
* M: 605.96 g mol⁻¹
* E_HOMO (spin up / spin down): -11.90 / -11.90 eV
* spin multiplicity: 5

=====

(3)
A single C26H31N3O4 molecule. Source: the OMol25 dataset; level of theory: the ωB97M-V functional and the def2-TZVPD basis.

XYZ file:
```
64
Properties=species:S:1:pos:R:3:forces:R:3
O 5.342577 0.829465 -2.730637 -0.1 -0.4 0.4
O -4.171821 2.301561 -1.299799 -0.1 0.1 -0.2
O 3.284317 -2.413157 0.257615 0.1 -0.2 0.2
O -2.375963 -2.395117 0.703637 -0.3 -0.2 -0.1
N -4.499335 0.968907 0.551777 0.1 0.0 0.3
N -0.361068 -1.426779 0.500642 0.3 -0.2 0.1
N 4.012919 -0.927923 -1.304452 0.3 0.4 -0.4
C -5.779010 1.368385 0.965596 -0.4 0.1 0.0
C -2.349065 0.000232 0.740665 -0.2 -0.2 -0.1
C 7.959181 -0.070784 -0.278724 0.0 -0.1 0.2
C -3.797545 -0.104709 1.230732 0.1 -0.5 0.2
C 0.836385 -2.855711 -1.086912 0.2 0.1 0.2
C -2.512663 0.662991 -0.628637 0.0 0.1 0.1
C 0.541506 -0.325570 0.269947 0.0 0.4 -0.2
C -9.695967 2.582855 2.275411 0.0 0.0 -0.1
C 5.333521 -0.674191 -0.915673 0.1 0.1 0.0
C -7.803026 0.926691 2.192600 -0.1 0.1 0.0
C 7.916138 -1.685816 1.650151 0.0 0.0 0.0
C -3.822097 1.438082 -0.528090 0.5 0.0 -0.3
C 7.353825 0.558173 -1.358226 -0.2 0.1 -0.3
C 3.087424 -1.737183 -0.728901 -0.4 0.1 -0.5
C -1.700554 -1.382745 0.645277 -0.2 0.4 0.2
C 0.295331 -2.710681 0.334946 -0.1 -0.5 0.0
C 6.043491 0.266945 -1.687001 0.0 0.0 0.0
C 1.034970 -0.355865 -1.179882 0.1 0.0 0.2
C 7.271940 -0.995651 0.486899 0.1 0.2 -0.1
C 5.952623 -1.290494 0.156563 0.0 0.0 0.0
C 1.747680 -1.685053 -1.471619 -0.1 -0.2 0.0
C 6.006601 1.761346 -3.548716 0.1 0.2 -0.2
C -6.299176 2.608892 0.600783 0.1 0.1 -0.1
C -6.547900 0.529928 1.769174 0.2 0.0 -0.1
C -7.555337 2.988403 1.028587 0.0 -0.2 0.1
C -8.328705 2.158897 1.832356 0.0 0.0 0.0
H 1.397831 -0.442636 0.944448 -0.1 0.1 0.0
H -0.437515 -3.490564 0.543500 0.1 0.1 0.0
H 5.279322 2.064356 -4.300661 0.1 0.0 0.0
H 6.873724 1.313561 -4.043610 0.0 0.0 0.0
H 1.703595 0.489566 -1.353197 0.0 0.0 0.0
H 8.984044 0.172524 -0.040838 0.1 0.0 0.0
H 0.065520 0.629266 0.482956 0.0 0.0 0.0
H -2.632862 -0.086798 -1.415074 0.0 0.0 0.0
H 0.178459 -0.258232 -1.850591 0.0 0.0 0.0
H 8.919117 -1.304670 1.823149 0.1 0.0 0.1
H -0.001093 -2.896460 -1.786770 0.0 0.0 0.0
H 5.398592 -2.008914 0.737338 -0.1 0.0 0.0
H -7.942358 3.953489 0.734591 0.0 0.1 0.0
H -8.382677 0.259009 2.814142 -0.1 -0.1 0.1
H 1.392235 -3.790791 -1.157085 0.0 0.0 0.0
H 1.119574 -2.781151 1.048380 -0.1 0.0 0.0
H 1.963331 -1.744710 -2.544826 0.0 0.0 0.1
H -5.721377 3.267229 -0.025286 0.0 0.0 0.0
H -4.198849 -1.086322 0.949299 0.0 0.2 0.1
H 7.978271 -2.757203 1.464404 0.1 -0.1 0.1
H 6.324849 2.639763 -2.978941 0.0 0.0 0.0
H -9.688631 3.619277 2.607641 -0.1 0.1 0.1
H -6.180095 -0.440971 2.060323 0.1 -0.1 0.0
H -1.778202 0.641073 1.416932 0.0 0.0 -0.1
H -10.399373 2.503998 1.446059 -0.1 0.0 0.0
H -3.876223 0.014033 2.313572 0.0 0.0 -0.1
H -10.054486 1.955116 3.087471 -0.1 0.0 0.1
H 7.324686 -1.540748 2.552424 0.0 0.0 0.1
H 3.749156 -0.410894 -2.132707 -0.1 -0.1 0.1
H -1.700122 1.330318 -0.911122 -0.1 0.0 0.0
H 7.920361 1.274162 -1.932006 0.0 0.1 -0.1
```
Positions in Å, forces in eV/Å.

Results
* relative energy (zero: lowest compared OMol25 entry of this formula, charge and spin): 13.1 kcal per mole
* HOMO-LUMO gap: 0.317 Eh
* charge: 0
* total energy: -40127.551 eV
* M: 449.55 g mol⁻¹
* structure (SMILES): COc1ccc(C)cc1NC(=O)C1CCN(C(=O)[C@H]2CC(=O)N(c3ccc(C)cc3)C2)CC1
* E_HOMO: -8.15 eV

=====

Q: The lowest relative energy (zero: lowest compared OMol25 entry of this formula, charge and spin) belongs to which entry?
A: C26H31N2O8Pd

=====

Q: What is the relative energy (zero: lowest compared OMol25 entry of this formula, charge and spin) in the third record?
A: 13.1 kcal per mole

=====

Q: The lowest charge belongs to which entry?
A: C26H31MnN2O6PS2Se2Si

=====

Q: Among the records above, which one has the lowest total energy?
A: C26H31MnN2O6PS2Se2Si